The following is a DFT calculation (the ωB97M-V functional and the def2-TZVPD basis) of the ion C6H11N2 with charge +1.

Calculated values
SMILES ... [NH2+]=C1NCCC12CC2
E_HOMO ... -0.5330 Ha
Orbital gap ... 11.52 eV
Lowest unoccupied orbital energy ... -2.9776 eV

```
! wB97M-V def2-TZVPD RIJCOSX def2/J DEFGRID3
* xyz 1 1
C -1.12768 -0.70962 -1.43838
H -1.45978 -1.73293 -1.36014
H 0.75106 -0.71477 -2.70458
N -0.11867 2.40079 0.25653
C 0.10491 -0.36605 -0.63570
H -0.80117 -1.31922 1.70133
C 0.85697 -1.31725 0.32526
N 0.15100 0.59481 1.70073
C 0.12743 -0.06364 -2.07508
H 0.26279 1.14636 2.51827
C 0.23323 -0.93163 1.71547
H 0.56572 -2.32369 0.15096
H 1.95095 -1.18144 0.18395
H -0.21972 3.13252 0.98918
C 0.00640 1.11997 0.51704
H 0.64744 -1.42434 2.65106
H 0.07477 2.75102 -0.67267
H -0.03350 1.02245 -2.43512
H -1.97215 -0.08333 -1.38812
*
```

Charge distribution, Löwdin scheme, values in e: C -0.053; H 0.115; H 0.120; N 0.196; C -0.256; H 0.124; C -0.088; N 0.093; C -0.062; H 0.150; C -0.084; H 0.109; H 0.136; H 0.159; C -0.161; H 0.148; H 0.126; H 0.140; H 0.090

---

The following is a DFT calculation (the ωB97M-V functional and the def2-TZVPD basis) of the ion C6H11N2 with charge +1.

Calculated values
SMILES ... CCCc1c[nH]c[nH+]1
E_HOMO ... -0.5193 Ha
Orbital gap ... 11.01 eV
Lowest unoccupied orbital energy ... -3.1225 eV

```
! wB97M-V def2-TZVPD RIJCOSX def2/J DEFGRID3
* xyz 1 1
H 0.29730 -2.81579 -0.10842
H 0.62804 3.78921 0.39067
C 0.87365 -0.77323 -0.20377
H 1.28511 -0.60721 -1.19871
H -1.66137 -1.03799 -1.67846
C 0.44867 0.52646 0.38289
H -0.43338 -2.11723 -2.38614
C 0.44639 2.74856 0.58763
H -1.71516 -2.77296 -1.42909
H -0.75845 0.23043 2.19914
N -0.22593 2.23299 1.60365
H 1.70752 -1.14152 0.39959
H -0.74922 2.80492 2.25085
C -0.20521 -1.85987 -0.23794
C -1.04228 -1.91879 -1.50731
N 0.87841 1.73663 -0.14926
H -0.87682 -1.78514 0.62438
H 1.36109 1.90188 -1.02488
C -0.25839 0.85865 1.48519
*
```

Charge distribution, Löwdin scheme, values in e: H 0.113; H 0.165; C -0.126; H 0.124; H 0.076; C -0.187; H 0.078; C -0.047; H 0.080; H 0.146; N 0.122; H 0.132; H 0.185; C -0.244; C -0.098; N 0.161; H 0.107; H 0.191; C 0.022

---

The following is a DFT calculation (the ωB97M-V functional and the def2-TZVPD basis) of a structure of composition C6H11N2.

Calculated values
E_HOMO (alpha / beta) ... -0.3475 / -0.4927 Ha
Orbital gap (alpha / beta) ... 6.30 / 6.74 eV
Lowest unoccupied orbital energy (alpha / beta) ... -3.1562 / -6.6686 eV

```
! wB97M-V def2-TZVPD RIJCOSX def2/J DEFGRID3
* xyz 1 3
H 0.71417 1.56700 -0.21849
H 2.94612 -0.40432 -0.14875
H -1.96623 -2.18920 -0.17176
H 0.18553 -1.16501 -1.00852
N -2.62801 -0.19731 -0.12955
H 0.34471 -0.82182 0.76018
H 3.13082 1.35940 -0.13693
C -1.02065 2.96008 0.12117
C -1.59658 0.44925 -0.14364
C 2.47945 0.53401 0.14544
H -3.46533 -1.79232 -1.06854
H 1.29933 0.73604 -1.52928
C -1.36984 1.81384 -0.03363
N 1.16138 0.67007 -0.51386
H -0.84989 3.99359 0.21708
C -2.87476 -1.58204 -0.17426
H -3.49753 -1.83133 0.68526
H 2.34816 0.54098 1.22633
C 0.21624 -0.41633 -0.23332
*
```

Charge distribution, Löwdin scheme, values in e: H 0.122; H 0.110; H 0.101; H 0.109; N 0.117; H 0.113; H 0.112; C 0.113; C -0.221; C 0.006; H 0.098; H 0.192; C -0.169; N -0.042; H 0.036; C -0.056; H 0.100; H 0.113; C 0.048

---

The following is a DFT calculation (the ωB97M-V functional and the def2-TZVPD basis) of the ion C6H11N2O with charge +1.

Calculated values
SMILES ... Cn1ccoc1=[N+](C)C
E_HOMO ... -0.4729 Ha
Orbital gap ... 10.20 eV
Lowest unoccupied orbital energy ... -2.6650 eV

```
! wB97M-V def2-TZVPD RIJCOSX def2/J DEFGRID3
* xyz 1 1
H -1.14380 -1.56259 0.26155
C 0.36897 0.57586 -0.05330
N 1.37037 -0.33931 -0.11466
H 0.83008 -2.24157 -0.82605
H -2.43716 -0.42112 0.82948
C 2.58581 0.39853 -0.12724
N -0.92704 0.58999 -0.08738
H -2.29307 -0.75928 -0.90275
H -1.63443 2.34050 -0.87173
H -1.18558 2.59589 0.84753
H 3.55764 -0.08780 -0.23675
H 1.27875 -2.19503 0.99221
H 2.71210 2.70707 0.05538
O 0.87358 1.83004 0.13427
C -1.57628 1.88200 0.18934
H 2.54334 -1.93547 -0.10381
C 1.52498 -1.80946 -0.05886
C -1.74397 -0.60740 0.04647
C 2.23434 1.73828 -0.02274
H -2.63366 1.65972 0.38350
*
```

Charge distribution, Löwdin scheme, values in e: H 0.115; C -0.257; N -0.017; H 0.120; H 0.084; C 0.021; N -0.099; H 0.116; H 0.144; H 0.084; H 0.142; H 0.133; H 0.142; O 0.073; C 0.017; H 0.052; C 0.024; C 0.007; C -0.004; H 0.104

---

The following is a DFT calculation (the ωB97M-V functional and the def2-TZVPD basis) of the ion C6H11N2O with charge +1.

Calculated values
SMILES ... C/[NH+]=C/C=C\N=C(\C)O
E_HOMO ... -0.4712 Ha
Orbital gap ... 8.50 eV
Lowest unoccupied orbital energy ... -4.3186 eV

```
! wB97M-V def2-TZVPD RIJCOSX def2/J DEFGRID3
* xyz 1 1
H -2.14616 1.88148 -0.54041
H 2.98162 1.25531 1.45848
C 2.92648 0.85761 0.39073
H 3.10075 1.62135 -0.33669
C -3.00406 1.16268 -0.68307
H -3.97218 1.39466 -0.11070
H -2.77641 -1.23807 1.53190
C -2.42351 -0.01507 -0.03764
N 1.68623 0.14953 0.04479
C 1.59682 -1.15732 -0.17122
C -0.82121 -1.74383 -0.51151
H -1.35031 -2.70956 -0.63297
H 2.67245 -1.64742 -0.09199
H 3.75174 0.20958 0.37861
C 0.56096 -2.01531 -0.50786
H 0.92563 0.71582 0.04522
N -1.35529 -0.59142 -0.47572
H 0.73754 -2.99794 -0.69005
O -2.96877 -0.26384 1.14988
H -3.25958 1.02647 -1.73049
*
```

Charge distribution, Löwdin scheme, values in e: H 0.126; H 0.125; C -0.029; H 0.088; C 0.026; H 0.133; H 0.223; C -0.408; N 0.012; C -0.057; C -0.110; H 0.153; H 0.182; H 0.065; C -0.060; H 0.093; N 0.156; H 0.066; O 0.113; H 0.102

---

The following is a DFT calculation (the ωB97M-V functional and the def2-TZVPD basis) of the molecule C6H11N2OP.

Calculated values
SMILES ... CNC(=O)[C@H]1C=CCN1P
E_HOMO ... -0.2894 Ha
Orbital gap ... 8.70 eV
Lowest unoccupied orbital energy ... 0.8272 eV

```
! wB97M-V def2-TZVPD RIJCOSX def2/J DEFGRID3
* xyz 0 1
H 0.67585 -1.55576 0.19032
N 1.56606 0.50210 -0.89464
O -0.58731 0.99119 -1.28653
C -0.05257 -0.18402 1.77663
C 1.98775 1.58676 -1.75938
P -1.98927 -1.69631 -1.25369
H 0.97184 0.26093 2.19151
C -1.26186 -0.10635 2.32751
C 0.22979 0.35802 -0.69558
H 2.35450 2.40092 -1.00697
H -3.11496 -0.19865 0.94766
C -0.04758 -0.79190 0.43904
H 1.05379 2.01521 -2.17254
H -2.68818 -1.54711 1.92307
H 2.36056 -0.08399 -0.58842
N -1.36985 -1.37389 0.36337
H -1.57428 -3.01086 -1.14731
H -3.18330 -2.16907 -0.70949
C -2.28092 -0.78442 1.41589
H 2.62934 1.43564 -2.49393
H -1.48633 0.26618 3.35391
*
```

Charge distribution, Löwdin scheme, values in e: H 0.125; N -0.003; O 0.035; C -0.084; C -0.071; P 0.864; H 0.152; C -0.052; C -0.499; H 0.122; H 0.120; C -0.321; H 0.088; H 0.056; H 0.154; N -0.396; H -0.127; H -0.110; C -0.190; H 0.022; H 0.115

---

The following is a DFT calculation (the ωB97M-V functional and the def2-TZVPD basis) of the ion C6H11N2S with charge +1.

Calculated values
E_HOMO ... -0.4128 Ha
Orbital gap ... 7.74 eV
Lowest unoccupied orbital energy ... -3.4894 eV

```
! wB97M-V def2-TZVPD RIJCOSX def2/J DEFGRID3
* xyz 1 1
N -0.42051 0.54115 -2.24166
N 0.55984 -0.23109 2.03774
H -1.38840 1.55158 -3.94064
H 0.14260 -1.64186 -0.76536
H -2.66165 1.06520 -0.57842
C 1.31108 -0.78870 0.86315
H 2.23495 -0.23090 0.71138
H 0.84455 -0.67649 2.91534
H 1.55838 -1.82988 1.07063
S -0.48140 1.96599 -3.04911
C -0.94010 -0.11088 0.26362
H -1.17871 -1.44414 1.94007
C 0.75576 0.29024 -1.45101
C 0.35481 -0.66542 -0.32594
H 1.49240 -0.18431 -2.10775
H -1.50512 0.26097 2.34092
C -1.73512 0.55862 -0.50339
C -0.89259 -0.41002 1.74193
H 0.74615 0.77441 2.11590
H 1.20309 1.20552 -1.03741
*
```

Charge distribution, Löwdin scheme, values in e: N -0.469; N 0.075; H -0.115; H 0.161; H 0.078; C -0.055; H 0.141; H 0.192; H 0.142; S 0.785; C -0.276; H 0.149; C -0.308; C -0.241; H 0.136; H 0.145; C 0.207; C -0.054; H 0.194; H 0.114

---

The following is a DFT calculation (the ωB97M-V functional and the def2-TZVPD basis) of the molecule C6H11N3.

Calculated values
E_HOMO (alpha / beta) ... -0.2112 / -0.2113 Ha
Orbital gap (alpha / beta) ... 6.05 / 6.05 eV
Lowest unoccupied orbital energy (alpha / beta) ... 0.2974 / 0.2982 eV

```
! wB97M-V def2-TZVPD RIJCOSX def2/J DEFGRID3
* xyz 0 1
H -1.85323 -2.00119 0.75918
H 0.95932 1.52222 1.15900
H -0.35776 2.59339 0.99067
C -0.14408 -0.66547 0.48262
C 2.45931 0.02149 -0.03809
C -0.77304 0.62423 0.67294
C 0.66900 0.47317 -1.72403
C 1.23255 -0.40679 -0.69005
H 1.31649 -1.41247 -1.09832
H 0.45559 -0.92534 1.36259
C -1.04092 -1.81336 0.05278
H -1.47146 -1.63070 -0.93509
N -0.05018 1.64764 1.16000
H -2.57329 0.11787 -0.10716
H -0.44951 -2.72549 -0.00628
H 3.37391 -0.35729 -0.48951
N -2.06388 0.85422 0.35266
H 2.47541 1.03667 0.37106
H -2.37009 1.79740 0.16736
N 0.20584 1.24981 -2.44234
*
```

Charge distribution, Löwdin scheme, values in e: H 0.080; H 0.088; H 0.124; C -0.226; C -0.149; C -0.376; C -0.245; C -0.367; H 0.113; H 0.137; C -0.083; H 0.082; N 0.203; H 0.105; H 0.083; H 0.002; N 0.205; H -0.020; H 0.123; N 0.121

---

The following is a DFT calculation (the ωB97M-V functional and the def2-TZVPD basis) of the molecule C6H11N3O.

Calculated values
SMILES ... COc1c(N)c(C)nn1C
E_HOMO ... -0.2511 Ha
Orbital gap ... 7.65 eV
Lowest unoccupied orbital energy ... 0.8153 eV

```
! wB97M-V def2-TZVPD RIJCOSX def2/J DEFGRID3
* xyz 0 1
H 1.78479 2.11000 1.13542
H -2.10903 -2.13756 -0.86884
C -1.23250 -2.54669 -0.46124
H -2.14361 1.77264 -0.68942
H 3.21360 0.66118 0.44432
C -2.70489 1.16536 0.14558
H -0.59186 -3.14414 -1.15654
H -3.70346 0.78638 -0.24178
C 3.01747 -0.13031 -0.17304
N 0.86976 1.88650 0.70632
N 0.95054 -1.46133 -0.47956
H 3.36071 0.29883 -1.12617
C 1.52550 -0.29490 -0.15954
C -0.79866 -0.19880 0.29041
H 3.46773 -1.05869 0.16856
O -2.09298 -0.01960 0.64907
H -1.37703 -2.95793 0.54965
N -0.41157 -1.40479 -0.26106
H -2.90290 1.84510 0.95308
C 0.62192 0.59662 0.39591
H 0.00584 2.32025 1.13822
*
```

Charge distribution, Löwdin scheme, values in e: H 0.099; H 0.069; C -0.016; H 0.133; H 0.019; C -0.085; H 0.110; H 0.103; C -0.022; N 0.054; N 0.081; H 0.090; C -0.342; C -0.168; H 0.085; O -0.096; H 0.104; N -0.183; H 0.065; C -0.213; H 0.115

---

The following is a DFT calculation (the ωB97M-V functional and the def2-TZVPD basis) of the molecule C6H11N3O.

Calculated values
SMILES ... CC(C)(C)/N=[N+](\[O-])CC#N
E_HOMO ... -0.3652 Ha
Orbital gap ... 10.22 eV
Lowest unoccupied orbital energy ... 0.2865 eV

```
! wB97M-V def2-TZVPD RIJCOSX def2/J DEFGRID3
* xyz 0 1
H -0.06668 -1.92696 1.09219
C -1.10195 0.46656 1.36128
H -1.42753 1.40542 1.06162
H -1.99613 -0.05757 1.75676
H -2.29302 -1.39908 -0.45809
H 1.27039 1.64679 -2.20068
N 0.13822 0.89008 -0.61376
O 1.77797 1.37252 0.85453
N 4.31677 1.54418 -2.05069
H -0.46561 0.60955 2.28357
C -0.51473 -0.19064 0.13419
C 0.53375 -1.20116 0.47781
C 3.22108 1.75135 -1.83648
H -1.68081 0.04701 -1.55194
H 1.39937 -0.87509 1.08222
N 1.26770 1.38277 -0.25272
C 1.89490 2.05792 -1.50777
C -1.48828 -0.81210 -0.87879
H 0.99497 -1.84109 -0.32807
H 1.83753 3.08543 -1.38701
H -0.81952 -1.53998 -1.37851
*
```

Charge distribution, Löwdin scheme, values in e: H 0.108; C -0.045; H 0.053; H 0.090; H 0.081; H 0.091; N 0.100; O 0.030; N 0.183; H 0.106; C -0.633; C -0.074; C -0.207; H 0.089; H 0.078; N -0.270; C -0.048; C -0.026; H 0.098; H 0.118; H 0.077

---

The following is a DFT calculation (the ωB97M-V functional and the def2-TZVPD basis) of a cluster of 2 separate species, C6H11N3O in total.

Calculated values
E_HOMO ... -0.2990 Ha
Orbital gap ... 7.70 eV
Lowest unoccupied orbital energy ... -0.4345 eV

```
! wB97M-V def2-TZVPD RIJCOSX def2/J DEFGRID3
* xyz 0 1
H 0.68925 -1.62908 -0.24773
C 2.17851 1.86530 0.22286
C -2.66869 -1.29695 -2.16399
N 1.81604 -0.44724 1.15766
C -2.52604 -0.79503 1.32088
H 1.64607 2.67845 -0.26308
O -0.02308 1.16208 -1.49671
H -2.98149 -0.62754 -2.96497
H 0.42901 1.08099 1.20414
H -0.09872 -1.36800 -1.78626
C -2.70423 -1.15638 0.08305
C 1.20807 0.71972 0.52154
N 0.39249 -1.00470 -0.98049
H 2.62109 2.24371 1.14357
H 2.04666 -0.23965 2.12286
H 2.67240 -0.69119 0.67327
H 2.97748 1.53141 -0.43909
C 0.46338 0.31992 -0.76411
H -2.44983 -1.53290 2.11031
N -3.21710 -1.06910 -1.04426
H -2.47126 0.25619 1.59056
*
```

Charge distribution, Löwdin scheme, values in e: H 0.086; C -0.054; C 0.039; N 0.023; C 0.015; H 0.075; O 0.035; H 0.022; H 0.142; H 0.086; C -0.168; C -0.369; N 0.171; H 0.074; H 0.079; H 0.081; H 0.083; C -0.543; H 0.057; N 0.002; H 0.066

---

The following is a DFT calculation (the ωB97M-V functional and the def2-TZVPD basis) of a cluster of 2 separate species, C6H11N3O in total.

Calculated values
SMILES ... Cc1c[nH]cn1.CC(N)=O
E_HOMO ... -0.2965 Ha
Orbital gap ... 8.91 eV
Lowest unoccupied orbital energy ... 0.8397 eV

```
! wB97M-V def2-TZVPD RIJCOSX def2/J DEFGRID3
* xyz 0 1
H 0.47374 2.57556 0.99939
H 2.25101 -2.12399 -0.33843
H 1.02289 1.65008 2.41817
H -2.40686 -2.65736 1.45273
N -2.34936 -1.72889 1.07346
C -2.09331 0.05747 -0.68714
C 2.10561 -1.06179 -0.40633
C -2.11091 -1.47725 -0.23813
H -2.93464 0.19597 -1.47145
N 1.95261 -0.34782 0.72021
H -2.46321 -1.04676 1.77524
N 1.89917 -0.20511 -1.51716
C 1.49784 0.97882 -1.02277
H -1.11010 0.13507 -1.01024
C 1.29808 1.91993 1.40950
H 1.93140 -0.39993 -2.51487
H 2.35836 2.29926 1.47758
O -1.78341 -2.31023 -0.99003
H 1.27613 1.86619 -1.59863
C 1.46486 0.91359 0.43135
H -2.27990 0.76719 0.03754
*
```

Charge distribution, Löwdin scheme, values in e: H 0.101; H 0.103; H 0.071; H 0.103; N 0.156; C 0.018; C -0.149; C -0.602; H 0.115; N 0.063; H 0.079; N 0.037; C -0.105; H 0.017; C -0.080; H 0.150; H 0.107; O 0.071; H 0.109; C -0.391; H 0.027

---

The following is a DFT calculation (the ωB97M-V functional and the def2-TZVPD basis) of a cluster of 2 separate species, C6H11N3O in total.

Calculated values
SMILES ... Cc1c[nH]cn1.CC(N)=O
E_HOMO ... -0.3174 Ha
Orbital gap ... 9.25 eV
Lowest unoccupied orbital energy ... 0.6144 eV

```
! wB97M-V def2-TZVPD RIJCOSX def2/J DEFGRID3
* xyz 0 1
C 0.54695 1.31997 2.25089
H 2.33255 0.16176 2.53731
H -1.62343 1.27854 -2.11320
H 1.05321 1.16062 -2.26051
C 0.40937 0.41200 -1.83669
H -1.18827 -3.53054 -1.75325
H 0.49507 -3.37765 -1.56629
H -0.95972 2.12721 1.22298
C -0.43993 -2.96845 -1.19865
N -0.69019 1.20026 1.53398
H 0.93654 -0.75835 1.93191
C 1.47496 0.18936 1.86892
C -0.49008 -1.48397 -1.24349
H -0.61614 -3.26631 -0.15264
H -2.54832 -0.81214 -1.31866
H 1.78278 0.42656 0.85653
C -1.49847 -0.60019 -1.42468
H -1.49174 0.71770 1.93515
N -0.96172 0.59117 -1.78927
O 0.95991 2.32920 2.76223
N 0.70397 -0.83743 -1.53293
*
```

Charge distribution, Löwdin scheme, values in e: C -0.549; H 0.076; H 0.144; H 0.110; C -0.185; H 0.069; H 0.072; H 0.082; C -0.056; N 0.104; H 0.077; C -0.024; C -0.357; H 0.073; H 0.115; H 0.071; C -0.112; H 0.092; N 0.040; O 0.073; N 0.086

---

ΔE to the lowest compared entry with this formula, charge and spin / kJ/mol: 219.39; 0.00; 356.55; 206.78; 219.13; 184.76; 459.09; 341.91; 377.54; 501.68; 489.91; 160.68; 120.66
Max |F| / hartree/bohr: 0.0844; 0.0140; 0.1629; 0.1008; 0.0672; 0.1379; 0.0725; 0.0172; 0.1203; 0.0603; 0.0525; 0.1389; 0.0441